C9H14N4O2 | ωB97M-V with the def2-TZVPD basis set

Its total energy is -720.80714 a.u. The calculation puts the energy relative to the best compared isomer or geometry (same formula, charge and spin) at 0.000 eV. The structure (SMILES) is NC(N)(C(=O)O)C(N)(N)c1ccccc1.

Structure (ORCA input):
```
! RIJCOSX wB97M-V def2-TZVPD def2/J DEFGRID3
* xyz 0 1
N -0.99 -1.14 -1.57
C -1.50 -0.08 -0.74
N -1.16 1.23 -1.19
C -2.92 -0.17 -0.26
O -3.33 -1.23 0.16
O -3.47 1.02 -0.17
C -0.53 -0.04 0.87
N -0.84 -1.15 1.67
N -0.99 1.26 1.30
C 0.90 -0.03 0.49
C 1.64 1.15 0.25
C 2.94 1.05 -0.21
C 3.48 -0.20 -0.43
C 2.71 -1.38 -0.44
C 1.44 -1.28 0.13
H 0.02 -1.17 -1.85
H -1.30 -1.90 -1.11
H -0.21 1.27 -1.08
H -1.44 1.43 -2.13
H -2.70 1.62 -0.28
H -1.56 -1.76 1.24
H -1.16 -0.93 2.71
H -0.42 1.63 2.06
H -1.96 1.15 1.57
H 1.21 2.22 0.48
H 3.53 2.06 -0.27
H 4.51 -0.20 -0.85
H 3.25 -2.32 -0.65
H 0.83 -2.11 0.30
*
```

So, what does the Löwdin scheme give us? The charges, in e, come out as:
1. N 0.131
2. C -0.369
3. N 0.076
4. C -0.501
5. O 0.101
6. O 0.122
7. C -0.470
8. N 0.070
9. N 0.069
10. C -0.190
11. C -0.067
12. C -0.108
13. C -0.108
14. C -0.061
15. C -0.059
16. H 0.109
17. H 0.022
18. H 0.033
19. H 0.114
20. H 0.088
21. H 0.080
22. H 0.151
23. H 0.097
24. H 0.083
25. H 0.145
26. H 0.138
27. H 0.107
28. H 0.110
29. H 0.089